(1)
{
  "formula": "ClH2NO3P",
  "method": "ωB97M-V/def2-TZVPD",
  "species": ["N", "O", "O", "O", "P", "Cl", "H", "H"],
  "coordinates": [[-0.942, -0.449, -1.000], [0.978, -1.574, 0.285], [-0.769, -0.195, 1.624], [0.938, 1.676, 0.078], [-0.011, -0.510, 0.408], [1.867, 1.401, 1.409], [-0.420, -0.579, -1.809], [-1.641, 0.230, -0.995]],
  "forces_ev_per_angstrom": [[0.5, -1.1, 2.6], [1.0, -0.3, -0.5], [-0.5, 0.3, -0.2], [-3.1, -0.3, -3.8], [-1.0, 0.4, -0.1], [3.2, -0.3, 4.0], [0.8, 0.0, -1.7], [-1.0, 1.3, -0.3]],
  "e_homo_ev": [-0.95, -4.81],
  "gap_ev": [5.07, 7.78],
  "de_lowest_kj_mol": 0.0,
  "multiplicity": 3,
  "charge": -1,
  "largest_force_ev_per_a": 5.18
}

(2)
{
  "formula": "C2H3Cl2NSSi",
  "method": "ωB97M-V/def2-TZVPD",
  "species": ["C", "Si", "S", "Cl", "H", "H", "H", "N", "C", "Cl"],
  "coordinates": [[-1.282, 0.438, -0.392], [-0.622, -1.261, 0.010], [-0.075, -2.703, -1.271], [-0.403, -1.523, 1.939], [-0.890, 1.270, 0.299], [-1.214, 0.725, -1.487], [-2.509, 0.539, -0.260], [1.852, 1.842, 1.030], [2.330, 0.960, 0.509], [2.813, -0.288, -0.379]],
  "forces_ev_per_angstrom": [[-2.9, 1.8, 0.1], [0.1, -0.7, -2.9], [-0.6, 1.3, 1.0], [0.1, 0.0, 1.6], [-0.3, -1.3, -1.1], [0.5, -0.5, 1.3], [3.0, -0.7, 0.0], [-0.9, 2.1, 1.4], [0.4, -1.2, -1.0], [0.5, -0.8, -0.4]],
  "e_homo_ev": -9.19,
  "smiles": "C[Si](=S)Cl.N#CCl",
  "gap_ev": 8.97,
  "de_lowest_kj_mol": 274.6,
  "largest_force_ev_per_a": 3.40
}

(3)
{
  "formula": "C5H5NO",
  "method": "ωB97M-V/def2-TZVPD",
  "species": ["N", "C", "C", "C", "C", "C", "O", "H", "H", "H", "H", "H"],
  "coordinates": [[0.490, -1.500, -2.745], [0.374, -0.622, -2.000], [0.197, 0.489, -1.070], [0.847, 0.378, 0.308], [-0.664, 0.393, 0.167], [-0.897, -0.565, 1.286], [-1.348, -1.669, 1.370], [0.090, 1.442, -1.584], [1.232, -0.637, 0.404], [1.032, 0.916, 1.267], [-1.058, 1.375, 0.435], [-0.295, -0.002, 2.163]],
  "forces_ev_per_angstrom": [[-0.1, 1.0, 0.8], [0.2, -0.7, -0.4], [-0.2, 0.1, 0.1], [0.3, -0.1, 0.5], [0.0, 0.0, 0.3], [0.2, -0.2, 1.1], [0.2, 0.5, -0.1], [0.1, -0.1, 0.2], [-0.1, 0.0, 0.1], [1.2, 1.0, -1.9], [0.2, -0.1, 0.0], [-1.9, -1.4, -0.5]],
  "e_homo_ev": -10.31,
  "smiles": "N#C[C@@H]1C[C@@H]1C=O",
  "gap_ev": 10.77,
  "de_lowest_kj_mol": 363.7,
  "largest_force_ev_per_a": 2.47
}

(4)
{
  "formula": "C29H35BN6O7S2",
  "method": "ωB97M-V/def2-TZVPD",
  "species": ["C", "C", "B", "O", "C", "C", "N", "C", "O", "N", "O", "C", "C", "N", "S", "C", "C", "O", "O", "C", "C", "C", "O", "C", "O", "C", "S", "H", "H", "H", "H", "H", "H", "H", "H", "H", "H", "H", "H", "H", "H", "H", "H", "H", "H", "H", "H", "C", "C", "C", "N", "C", "C", "H", "H", "H", "H", "H", "C", "C", "C", "N", "C", "C", "H", "H", "H", "H", "H", "C", "C", "C", "N", "C", "C", "H", "H", "H", "H", "H"],
  "coordinates": [[-5.004, -0.217, -3.441], [-5.990, -0.037, -2.239], [-5.713, 1.217, -1.295], [-5.843, 1.007, 0.088], [-5.339, 2.725, -1.809], [-6.065, 2.918, -3.144], [-6.692, 3.010, -4.074], [-5.868, 3.863, -0.881], [-5.287, 3.834, 0.427], [-6.107, 4.641, 1.225], [-5.722, 4.638, 2.329], [-3.797, 2.817, -2.136], [-3.151, 4.132, -1.717], [-2.806, 5.041, -1.155], [-2.827, 1.439, -1.379], [-1.199, 1.461, -2.262], [-0.944, 0.164, -3.065], [-0.654, 0.247, -4.202], [-1.088, -1.101, -2.539], [-0.346, -1.303, -1.329], [1.148, -1.667, -1.643], [2.045, -0.378, -1.777], [1.611, -2.430, -0.510], [2.539, -3.376, -0.843], [2.371, -4.195, -1.676], [3.884, -3.373, -0.069], [3.575, -2.766, 1.655], [-4.036, -0.623, -3.074], [-5.407, -0.927, -4.196], [-4.759, 0.717, -3.988], [-5.874, -0.941, -1.596], [-7.065, -0.046, -2.547], [-5.021, 1.269, 0.538], [-5.685, 4.831, -1.399], [-6.975, 3.754, -0.843], [-3.670, 2.756, -3.240], [-1.275, 2.298, -2.986], [-0.373, 1.674, -1.551], [-0.372, -0.447, -0.623], [-0.785, -2.180, -0.806], [1.229, -2.207, -2.607], [2.942, -0.430, -1.120], [1.482, 0.530, -1.488], [2.437, -0.302, -2.813], [4.619, -2.716, -0.584], [4.272, -4.407, -0.071], [4.453, -3.449, 2.454], [1.648, 1.872, 5.212], [0.988, 1.195, 4.200], [1.539, 0.010, 3.737], [2.670, -0.517, 4.208], [3.290, 0.152, 5.183], [2.824, 1.342, 5.718], [1.250, 2.801, 5.603], [0.068, 1.578, 3.778], [1.058, -0.558, 2.946], [4.208, -0.299, 5.544], [3.368, 1.841, 6.510], [4.962, 5.782, 5.706], [5.952, 6.025, 4.769], [5.991, 5.228, 3.634], [5.130, 4.236, 3.393], [4.185, 4.018, 4.312], [4.056, 4.759, 5.477], [4.897, 6.383, 6.605], [6.678, 6.814, 4.912], [6.746, 5.382, 2.871], [3.504, 3.208, 4.090], [3.268, 4.540, 6.186], [1.387, -6.910, -2.546], [2.382, -7.229, -3.455], [2.291, -8.436, -4.131], [1.300, -9.314, -3.955], [0.353, -8.988, -3.072], [0.348, -7.806, -2.347], [1.422, -5.978, -1.999], [3.210, -6.556, -3.636], [3.045, -8.727, -4.855], [-0.437, -9.721, -2.949], [-0.448, -7.593, -1.646]],
  "forces_ev_per_angstrom": [[0.0, -0.1, -0.2], [0.2, -0.2, 0.1], [-0.3, -1.0, 0.9], [1.0, 0.0, -1.3], [0.0, 0.3, -1.0], [2.2, -0.5, 4.3], [-1.6, 0.3, -2.7], [-0.6, 0.1, -1.2], [-0.3, -0.2, -1.0], [0.3, 0.0, 1.1], [-0.3, 0.1, -0.5], [1.5, 1.2, -0.8], [-2.4, -4.2, -1.3], [1.4, 3.0, 1.3], [0.1, -0.1, 0.3], [-0.5, 0.2, 0.2], [-0.4, -0.1, 0.7], [0.3, 0.4, -1.8], [0.3, 1.3, 1.1], [0.6, -1.3, 0.6], [-0.2, 1.5, -0.2], [0.2, -0.4, -0.1], [0.7, -0.1, -0.5], [1.3, 0.4, 1.5], [-0.4, -0.5, -1.4], [-0.2, 0.0, 0.7], [0.0, 0.1, 0.1], [-0.7, 0.2, -0.2], [0.2, 0.4, 0.5], [-0.3, -0.4, 0.3], [-0.2, 0.6, -0.3], [0.7, 0.1, -0.1], [-0.7, 0.4, 0.3], [0.1, -0.5, 0.6], [0.7, 0.0, 0.3], [-0.1, -0.2, 0.7], [0.4, -0.7, 0.3], [-0.7, -0.1, -0.4], [-0.2, -0.3, -0.5], [0.1, 0.6, -0.5], [-0.3, -0.2, 0.8], [-0.7, -0.1, -0.3], [0.4, -0.4, -0.3], [-0.4, 0.2, 0.6], [-0.6, -0.3, 0.2], [-0.3, 0.6, -0.1], [-0.2, 0.1, -0.9], [-0.1, 0.0, 0.1], [0.0, 0.0, 0.0], [0.2, -0.2, -0.1], [-0.1, 0.3, 0.1], [0.0, -0.2, -0.1], [-0.1, -0.1, 0.0], [0.0, 0.0, 0.0], [0.0, 0.0, 0.0], [0.0, 0.0, 0.0], [0.0, 0.1, 0.0], [0.0, 0.0, 0.0], [0.0, 0.1, 0.1], [0.0, 0.0, 0.0], [-0.1, -0.2, -0.2], [0.0, 0.2, 0.3], [0.2, 0.0, -0.3], [0.1, 0.0, 0.0], [0.0, 0.0, 0.0], [0.0, 0.0, 0.0], [0.0, 0.1, 0.0], [0.0, 0.1, 0.0], [0.0, 0.0, 0.0], [-0.1, 0.1, 0.2], [0.0, 0.0, 0.0], [-0.1, -0.2, -0.1], [0.0, 0.3, 0.1], [0.1, -0.2, -0.2], [0.1, -0.1, -0.1], [0.0, -0.2, -0.1], [0.0, 0.0, 0.0], [0.0, 0.1, 0.0], [0.0, 0.0, 0.0], [0.0, 0.0, 0.0]],
  "e_homo_ev": -9.37,
  "smiles": "CCB(O)[C@@](C#N)(CON=O)[C@@H](C#N)SCC(=O)OC[C@@H](C)OC(=O)CS.c1ccncc1.c1ccncc1.c1ccncc1",
  "gap_ev": 9.18,
  "largest_force_ev_per_a": 4.96
}

(5)
{
  "formula": "C35H28AsF8O4PdSeTe",
  "method": "ωB97M-V/def2-TZVPD",
  "species": ["Pd", "O", "C", "O", "C", "O", "O", "C", "As", "C", "C", "C", "C", "C", "C", "C", "C", "H", "H", "H", "H", "H", "H", "H", "H", "H", "H", "H", "H", "H", "C", "C", "C", "C", "C", "C", "Te", "C", "C", "C", "H", "H", "H", "H", "H", "H", "H", "H", "H", "H", "H", "F", "C", "C", "F", "C", "F", "C", "Se", "C", "F", "C", "F", "F", "C", "F", "F", "C", "C", "C", "C", "C", "C", "C", "C", "H", "H", "H", "H"],
  "coordinates": [[0.556, 1.207, 0.326], [-0.671, 4.964, 2.113], [-0.112, 4.182, 1.412], [0.826, 3.399, 1.363], [-1.012, 4.172, -0.489], [-1.469, 5.255, -0.663], [-0.804, 3.075, -0.956], [1.652, 0.708, 3.898], [2.181, 0.517, 2.045], [3.876, 1.476, 2.068], [2.760, -1.356, 1.899], [3.604, -1.813, 3.044], [3.019, -2.380, 4.175], [3.796, -2.768, 5.256], [5.174, -2.596, 5.227], [5.768, -2.040, 4.103], [4.989, -1.653, 3.022], [2.466, 0.426, 4.566], [0.771, 0.095, 4.071], [1.381, 1.753, 4.042], [4.506, 1.143, 2.893], [3.646, 2.535, 2.182], [4.394, 1.328, 1.121], [3.287, -1.427, 0.947], [1.844, -1.937, 1.804], [1.944, -2.518, 4.199], [3.323, -3.208, 6.125], [5.780, -2.898, 6.071], [6.843, -1.909, 4.065], [5.459, -1.225, 2.143], [2.108, -2.578, -5.537], [2.180, -1.360, -4.657], [1.250, -0.337, -4.759], [1.285, 0.778, -3.924], [0.214, 1.827, -4.006], [2.295, 0.856, -2.969], [2.278, 2.432, -1.570], [3.238, -0.165, -2.834], [4.251, -0.133, -1.727], [3.172, -1.253, -3.690], [1.203, -2.571, -6.146], [2.100, -3.490, -4.937], [2.967, -2.630, -6.210], [0.453, -0.413, -5.492], [-0.446, 1.648, -4.855], [0.645, 2.826, -4.116], [-0.393, 1.835, -3.097], [3.729, -0.122, -0.765], [4.882, 0.759, -1.776], [4.898, -1.010, -1.756], [3.891, -2.059, -3.573], [-1.907, -4.980, -0.107], [-1.844, -3.730, 0.364], [-2.544, -2.712, -0.256], [-3.287, -2.986, -1.337], [-2.455, -1.419, 0.226], [-3.115, -0.474, -0.446], [-1.689, -1.091, 1.339], [-1.451, 0.713, 1.902], [-1.032, -2.145, 1.955], [-0.268, -1.933, 3.044], [-1.084, -3.443, 1.481], [-0.404, -4.423, 2.095], [-0.686, -7.168, -4.153], [0.558, -6.669, -4.000], [1.296, -7.628, -3.409], [1.056, -6.527, -5.253], [0.568, -5.382, -3.242], [-0.408, -4.428, -3.513], [-0.382, -3.210, -2.864], [0.616, -2.920, -1.924], [1.585, -3.893, -1.658], [1.563, -5.113, -2.313], [0.628, -1.659, -1.256], [0.592, -0.592, -0.670], [-1.189, -4.643, -4.231], [-1.137, -2.463, -3.067], [2.352, -3.680, -0.924], [2.315, -5.859, -2.096]],
  "forces_ev_per_angstrom": [[0.0, 0.1, 0.0], [0.0, 0.0, 0.0], [0.0, 0.0, 0.0], [0.0, 0.0, 0.0], [0.0, 0.0, 0.0], [0.0, 0.0, 0.1], [0.0, 0.0, 0.0], [0.0, 0.0, 0.0], [0.0, 0.0, 0.0], [0.0, 0.0, 0.0], [0.0, 0.0, 0.0], [0.0, 0.0, 0.0], [0.0, 0.0, 0.0], [0.0, 0.0, 0.0], [0.0, 0.0, 0.0], [0.0, 0.0, 0.0], [0.0, 0.0, 0.0], [0.0, 0.0, 0.0], [0.0, 0.0, 0.0], [0.0, 0.0, 0.0], [0.0, 0.0, 0.0], [0.0, 0.0, 0.0], [0.0, 0.0, 0.0], [0.0, 0.0, 0.0], [0.0, 0.0, 0.0], [0.0, 0.0, 0.0], [0.0, 0.0, 0.0], [0.0, 0.0, 0.0], [0.0, 0.0, 0.0], [0.0, 0.0, 0.0], [0.0, 0.0, 0.0], [0.0, 0.0, 0.0], [0.0, 0.0, 0.0], [0.0, 0.0, 0.0], [0.0, 0.0, 0.0], [0.0, 0.0, 0.0], [0.0, 0.0, 0.0], [0.0, 0.0, 0.0], [0.0, 0.0, 0.0], [0.0, 0.0, 0.0], [0.0, 0.0, 0.0], [0.0, 0.0, 0.0], [0.0, 0.0, 0.0], [0.0, 0.0, 0.0], [0.0, 0.0, 0.0], [0.0, 0.0, 0.0], [0.0, 0.0, 0.0], [0.0, 0.0, 0.0], [0.0, 0.0, 0.0], [0.0, 0.0, 0.0], [0.0, 0.0, 0.0], [0.0, 0.0, 0.0], [0.0, 0.0, 0.0], [0.0, 0.0, 0.0], [0.0, 0.0, 0.0], [0.0, 0.0, 0.0], [0.0, 0.0, 0.0], [0.0, 0.0, 0.0], [0.0, 0.0, 0.0], [0.0, 0.0, 0.0], [0.0, 0.0, 0.0], [0.0, 0.0, 0.0], [0.0, 0.0, 0.0], [0.0, 0.0, 0.0], [0.0, 0.0, 0.0], [0.0, 0.0, 0.0], [0.0, 0.0, 0.0], [0.0, 0.0, 0.0], [0.0, 0.0, 0.0], [0.0, 0.0, 0.0], [0.0, 0.0, -0.1], [0.0, 0.0, 0.0], [0.0, 0.0, 0.0], [0.0, -0.1, 0.1], [0.0, 0.0, -0.1], [0.0, 0.0, 0.0], [0.0, 0.0, 0.0], [0.0, 0.0, 0.0], [0.0, 0.0, 0.0]],
  "e_homo_ev": [-4.45, -5.37],
  "gap_ev": [6.54, 5.58],
  "de_lowest_kj_mol": 0.0,
  "multiplicity": 5,
  "charge": -1,
  "largest_force_ev_per_a": 0.14
}

(6)
{
  "formula": "C3H5N3S",
  "method": "ωB97M-V/def2-TZVPD",
  "species": ["C", "C", "C", "N", "N", "N", "S", "H", "H", "H", "H", "H"],
  "coordinates": [[-0.244, -0.861, -0.103], [-0.600, 1.085, -0.199], [1.001, -1.416, 0.077], [-1.374, -1.397, 0.000], [-1.865, 1.141, -0.073], [0.389, 1.988, -0.190], [-2.695, -0.385, -0.010], [0.934, -2.140, 0.985], [1.418, -1.996, -0.812], [1.528, -0.528, 0.263], [1.287, 1.662, -0.129], [0.222, 2.845, 0.191]],
  "forces_ev_per_angstrom": [[-5.3, 4.1, -0.8], [-1.4, -5.4, 0.8], [2.8, -3.7, 0.6], [-0.1, 0.3, -0.2], [0.5, 0.2, -0.4], [-1.6, -1.2, -1.4], [1.1, 1.2, -0.1], [0.6, 1.3, -1.5], [-0.5, 0.9, 1.1], [2.2, 0.5, 0.6], [2.3, -0.9, 0.1], [-0.6, 2.8, 1.1]],
  "e_homo_ev": -8.09,
  "gap_ev": 8.83,
  "de_lowest_kj_mol": 264.5,
  "largest_force_ev_per_a": 6.77
}